[1]
ORCA calculation (ωB97M-V/def2-TZVPD) on C28H33FN8O4SSr as an isolated structure at a distorted geometry.

Each line ends with the Mulliken charge.
Element x y z (Å)
Sr: 0.411 -1.236 -1.141  1.38
S: -0.371 3.620 2.082  0.98
F: 0.780 0.928 -0.376  -0.66
O: 2.285 2.761 -3.465  -0.64
O: -1.381 2.579 2.050  -0.64
O: -0.780 4.947 2.479  -0.68
O: 1.950 4.136 -1.834  -0.66
N: -0.383 -1.683 1.224  0.15
N: -0.699 3.320 -1.657  0.42
N: -2.207 -0.707 -0.786  1.12
N: 1.558 3.324 -2.668  1.11
N: -0.648 -3.736 -0.900  -0.17
N: -1.697 1.827 -2.965  -0.58
N: 0.177 -1.315 -4.988  -0.73
N: 3.054 -1.284 -1.154  -0.30
C: -1.343 -0.597 1.478  0.27
C: 4.232 -0.900 0.888  -0.69
C: 0.372 -6.213 -0.192  -0.40
C: -0.892 -3.032 1.438  -0.98
C: 0.202 2.917 -2.621  0.12
C: -1.827 2.615 -1.909  1.03
C: -3.064 2.726 -1.089  -1.39
C: -0.483 -4.060 0.388  0.56
C: -3.829 -0.645 0.953  -0.62
C: 5.173 -0.144 0.208  -0.40
C: 3.183 -1.449 0.166  1.07
C: -4.525 -0.784 -1.328  -0.86
C: 0.397 2.912 4.581  -1.28
C: -0.510 4.248 -0.554  -1.74
C: 0.206 -5.879 -1.525  -0.72
C: 1.003 -1.390 1.607  -0.59
C: -2.512 -0.663 0.518  -0.19
C: -0.428 2.004 -3.415  -0.85
C: -0.304 -4.626 -1.831  -0.23
C: 0.432 3.681 0.513  1.01
C: 5.036 0.036 -1.160  -0.62
C: 0.933 3.079 3.167  -0.28
C: -3.185 -0.771 -1.684  -0.91
C: -4.849 -0.711 0.014  -0.52
C: 0.028 -5.288 0.784  -0.84
C: 0.202 -1.234 -3.830  -0.06
C: 2.103 -2.255 0.883  -1.31
C: 3.959 -0.551 -1.800  -0.42
H: -0.396 2.166 4.607  0.30
H: -5.288 -0.834 -2.093  0.46
H: -1.983 -2.975 1.416  0.29
H: 0.699 2.644 0.261  -0.84
H: -0.431 -4.304 -2.859  0.46
H: -3.528 3.709 -1.195  0.51
H: 0.162 -5.508 1.835  0.42
H: 1.335 4.279 0.621  0.72
H: -1.724 -0.613 2.508  0.48
H: 0.776 -7.178 0.087  0.42
H: 1.306 2.144 2.747  0.13
H: 1.153 -1.494 2.690  0.57
H: 6.004 0.304 0.738  0.43
H: -0.825 0.351 1.324  -0.46
H: 2.588 -2.877 1.635  0.42
H: 4.303 -1.059 1.957  0.43
H: -3.768 1.978 -1.444  0.26
H: 5.742 0.630 -1.723  0.41
H: -2.872 -0.780 -2.722  0.47
H: -0.003 3.854 4.953  0.35
H: 1.199 2.592 5.245  0.40
H: 0.474 -6.562 -2.318  0.43
H: -2.859 2.556 -0.031  0.17
H: 3.794 -0.425 -2.864  0.47
H: -0.125 5.188 -0.936  0.08
H: -1.500 4.442 -0.144  0.81
H: 1.716 3.835 3.110  0.45
H: 1.681 -2.985 0.182  0.41
H: -5.884 -0.707 0.330  0.44
H: -4.047 -0.581 2.011  0.51
H: -0.018 1.468 -4.254  0.63
H: -0.619 -3.425 2.428  0.41
H: 1.177 -0.340 1.344  0.27

E_tot = -64071.20527 eV
Gap between HOMO and LUMO = 8.521 eV
Energy above the lowest of the compared OMol25 structures with the same formula, charge and spin = 79.6 kJ/mol
Multiplicity = 1



[2]
ORCA calculation (ωB97M-V/def2-TZVPD) on one molecule with the formula C2H2N2O2 at a distorted geometry.

Each line ends with the natural charge from an NBO analysis.
Element x y z (Å)
O: 1.248 -1.932 -0.012  -0.45
O: -0.501 1.319 -0.014  -0.32
N: 1.525 0.409 0.013  -0.32
N: 0.843 1.426 -0.002  0.28
C: 0.945 -0.801 0.011  0.70
C: -1.022 0.044 0.002  -0.29
H: -1.538 -0.207 0.919  0.20
H: -1.500 -0.258 -0.918  0.20

E_tot = -9176.99917 eV
Gap between HOMO and LUMO = 8.429 eV
Energy above the lowest of the compared OMol25 structures with the same formula, charge and spin = 461.9 kJ/mol
Multiplicity = 1



[3]
ORCA calculation (ωB97M-V/def2-TZVPD) on a 6-piece molecular cluster, H12O6 overall at a distorted geometry.

Each line ends with the natural charge from an NBO analysis.
Element x y z (Å)
O: -28.345 3.583 18.381  -0.96
O: -29.602 -1.615 18.335  -0.92
O: -26.964 -0.644 16.043  -0.97
O: -26.143 3.427 20.180  -0.97
O: -27.940 0.856 18.215  -0.97
O: -30.114 0.186 20.529  -0.93
H: -27.705 0.984 19.190  0.48
H: -29.079 -1.880 19.037  0.46
H: -27.664 3.628 19.104  0.48
H: -30.407 -1.826 18.717  0.47
H: -28.569 0.149 18.390  0.50
H: -25.453 2.857 19.727  0.49
H: -27.372 -1.510 16.066  0.46
H: -27.252 -0.180 16.864  0.49
H: -30.596 -0.171 21.217  0.46
H: -28.469 2.722 18.278  0.46
H: -30.407 1.069 20.637  0.47
H: -25.722 3.929 20.886  0.49

E_tot = -12479.08161 eV
Gap between HOMO and LUMO = 10.454 eV
SMILES = O.O.O.O.O.O
Energy above the lowest of the compared OMol25 structures with the same formula, charge and spin = 196.1 kJ/mol
Multiplicity = 1